[1]
This record from the Open Molecules 2025 dataset describes a 15-piece molecular cluster, C37H91N12O18 overall in a non-equilibrium geometry. The level of theory is ωB97M-V/def2-TZVPD.

- Kohn-Sham gap (eV) = 5.57
- DFT total energy (Ha) = -3475.68407
- energy relative to the best compared isomer or geometry (same formula, charge and spin) (eV) = 0.000
- net charge = +1

Geometry as XYZ:
```
158
Properties=species:S:1:pos:R:3:mulliken_charge:R:1
C -5.255 -25.191 8.601 -0.16
C -4.800 -24.143 7.557 2.41
C -5.202 -22.759 8.115 -1.79
C -4.346 -22.288 9.270 1.35
C -2.899 -22.260 8.877 -1.69
C -2.306 -23.598 8.465 3.36
N -3.271 -24.216 7.417 1.22
O -2.920 -24.958 6.567 -0.39
C -2.224 -24.528 9.675 -1.08
C -0.942 -23.369 7.875 0.08
C -5.511 -24.394 6.233 -2.04
H -4.856 -26.163 8.319 -0.58
H -6.342 -25.214 8.588 0.04
H -4.919 -24.982 9.612 -0.42
H -6.268 -22.670 8.314 0.36
H -5.027 -22.044 7.296 0.31
H -4.476 -22.970 10.111 -0.50
H -4.705 -21.287 9.493 -0.23
H -2.277 -21.832 9.667 0.72
H -2.823 -21.501 8.092 -0.08
H -1.774 -25.499 9.477 -0.02
H -3.127 -24.601 10.276 0.13
H -1.574 -23.959 10.343 0.09
H -0.443 -24.283 7.555 -1.11
H -0.211 -22.863 8.503 -0.44
H -0.999 -22.763 6.970 -0.04
H -5.121 -23.688 5.493 0.61
H -6.588 -24.260 6.305 -0.09
H -5.302 -25.380 5.818 0.56
C 1.210 -25.547 3.450 -0.32
C 0.747 -24.243 4.128 -0.46
O -0.386 -24.535 4.971 -0.17
O 2.580 -25.801 3.636 -0.50
H 0.993 -25.524 2.375 0.38
H 0.651 -26.421 3.811 0.14
H 0.495 -23.577 3.303 0.44
H 1.532 -23.862 4.778 0.08
H -1.075 -24.963 4.453 0.15
H 2.858 -26.560 3.118 0.29
C -1.140 -19.381 4.233 -0.44
C -1.069 -20.636 5.078 -0.08
O -2.225 -20.811 5.899 -0.35
O -0.630 -18.260 4.942 -0.56
H -2.147 -19.032 3.981 0.20
H -0.562 -19.534 3.323 0.38
H -0.254 -20.613 5.793 0.37
H -0.989 -21.469 4.373 0.11
H -3.053 -20.637 5.441 0.20
H -1.231 -17.802 5.531 0.30
C -5.377 -22.869 13.075 -0.88
C -5.680 -21.490 12.498 -0.10
O -4.484 -20.912 11.994 -0.51
O -5.207 -23.923 12.105 -0.31
H -6.234 -23.189 13.679 0.44
H -4.514 -22.890 13.744 0.40
H -5.935 -20.910 13.392 0.37
H -6.450 -21.473 11.726 0.21
H -4.831 -20.452 11.216 0.20
H -5.414 -24.760 12.529 0.26
O -2.330 -26.732 12.067 -0.62
C -1.240 -27.269 11.931 0.64
N -0.148 -26.780 12.570 -0.38
C -1.074 -28.527 11.124 -0.18
H 0.769 -27.142 12.386 0.19
H -0.407 -26.039 13.201 0.25
H -1.409 -28.308 10.112 -0.52
H -1.589 -29.411 11.492 0.36
H -0.034 -28.851 11.033 0.32
O -3.372 -29.743 9.297 -0.65
C -3.904 -29.016 8.479 0.22
N -5.237 -28.973 8.300 -0.15
C -3.113 -27.911 7.780 0.04
H -5.800 -29.645 8.794 0.26
H -5.743 -28.272 7.775 0.33
H -2.286 -28.415 7.283 0.38
H -2.780 -27.240 8.573 -0.48
H -3.655 -27.279 7.078 0.57
O 1.895 -23.200 9.722 -0.67
C 1.495 -22.892 10.834 0.59
N 0.744 -23.691 11.608 -0.05
C 1.722 -21.475 11.302 -1.34
H 0.382 -24.544 11.212 0.04
H 0.599 -23.421 12.565 0.20
H 1.868 -20.819 10.451 0.23
H 2.530 -21.333 12.024 0.42
H 0.904 -21.031 11.877 0.40
O -8.698 -23.798 8.931 -0.16
C -9.420 -24.130 9.873 0.49
N -10.755 -24.149 9.760 -0.35
C -8.815 -24.422 11.220 -0.92
H -11.340 -24.168 10.577 0.21
H -11.158 -23.926 8.865 0.20
H -8.397 -25.432 11.208 0.25
H -9.505 -24.378 12.062 0.49
H -7.952 -23.794 11.434 -0.15
O -5.915 -19.241 10.333 -0.60
C -6.334 -18.181 9.888 0.58
N -6.970 -17.353 10.744 -0.44
C -6.307 -17.719 8.439 -0.92
H -6.817 -17.469 11.733 0.23
H -7.402 -16.481 10.492 0.19
H -5.351 -18.024 8.013 0.12
H -6.290 -16.629 8.454 0.43
H -7.139 -18.027 7.811 0.25
O -7.315 -27.526 7.124 -0.76
C -8.424 -27.009 7.073 0.70
N -8.789 -26.220 6.050 -0.19
C -9.472 -27.293 8.116 -1.11
H -8.171 -26.105 5.264 0.15
H -9.751 -25.942 6.007 0.15
H -9.065 -27.096 9.108 0.15
H -9.868 -28.305 8.102 0.38
H -10.312 -26.601 8.018 0.33
O 0.362 -18.902 10.155 -0.69
C -0.444 -19.189 9.288 0.68
N -0.040 -19.811 8.156 -0.05
C -1.910 -18.758 9.380 -0.75
H -0.662 -19.960 7.382 -0.24
H 0.955 -19.863 8.011 0.19
H -1.872 -17.751 9.796 0.49
H -2.497 -19.273 10.144 0.01
H -2.403 -18.876 8.416 0.15
O 1.163 -26.087 8.504 -0.60
C 0.761 -27.031 7.838 0.76
N 0.182 -26.796 6.637 0.29
C 1.028 -28.469 8.223 -1.30
H 0.308 -25.879 6.222 -0.25
H -0.075 -27.576 6.056 0.30
H 1.247 -29.130 7.390 0.46
H 0.103 -28.731 8.737 0.08
H 1.864 -28.428 8.917 0.32
O 4.372 -22.585 5.719 -0.71
C 3.777 -23.088 6.660 0.62
N 2.943 -22.368 7.444 -0.06
C 3.851 -24.555 6.996 -0.35
H 2.751 -21.398 7.276 0.08
H 2.578 -22.856 8.263 0.35
H 3.045 -24.938 7.630 -0.19
H 4.808 -24.827 7.435 0.35
H 3.666 -25.111 6.073 0.18
O -9.884 -22.204 4.119 -0.75
C -9.439 -22.326 5.249 0.34
N -9.757 -23.276 6.144 -0.16
C -8.420 -21.320 5.709 -0.63
H -10.429 -23.908 5.729 0.28
H -9.553 -23.383 7.127 0.17
H -7.437 -21.596 5.324 0.08
H -8.265 -21.424 6.789 0.14
H -8.782 -20.319 5.498 0.43
O -5.945 -23.439 1.393 -0.67
C -6.945 -23.517 2.088 0.32
N -7.903 -22.576 2.014 -0.25
C -7.159 -24.683 3.036 0.17
H -7.781 -21.806 1.379 0.22
H -8.807 -22.674 2.455 0.23
H -7.918 -24.438 3.787 -0.26
H -6.273 -24.783 3.662 -0.05
H -7.407 -25.574 2.466 0.40
```

[2]
This record from the Open Molecules 2025 dataset describes a 8-piece molecular cluster, C41H71F7NO14Si overall in a non-equilibrium geometry. The level of theory is ωB97M-V/def2-TZVPD.

- Kohn-Sham gap (eV) = 6.43
- DFT total energy (Ha) = -3701.44611
- net charge = -1

Geometry as XYZ:
```
135
Properties=species:S:1:pos:R:3:mulliken_charge:R:1
C -1.480 -2.282 -0.153 -0.54
Si -0.060 -1.073 -0.714 0.14
C 0.760 -1.924 -2.233 -0.78
C -0.974 0.581 -1.182 -0.61
C 0.003 1.693 -1.810 -0.24
C 0.581 2.755 -0.709 0.55
F 0.293 2.231 0.601 -0.13
F -0.234 3.950 -0.869 -0.35
N 1.990 2.924 -1.024 -0.35
C 2.660 3.874 -0.161 0.50
F 2.728 3.519 1.227 -0.28
F 2.196 5.239 -0.253 -0.31
C 4.215 3.912 -0.673 0.48
F 4.360 4.644 -1.876 -0.26
F 5.104 4.297 0.357 -0.27
F 4.517 2.550 -1.010 -0.19
C 1.286 -0.830 0.617 0.71
C 2.787 -1.015 0.195 0.12
C 3.952 -0.783 1.219 -0.54
C 3.531 -0.366 2.662 -0.44
C 2.062 -0.222 3.111 -0.39
C 0.919 -0.452 2.100 -0.29
H -1.602 -3.089 -0.959 -0.02
H -1.262 -2.697 0.888 0.28
H -2.476 -1.692 -0.138 0.25
H 1.479 -1.258 -2.820 0.25
H 1.403 -2.791 -1.814 0.23
H -0.001 -2.428 -2.939 0.11
H -1.647 0.952 -0.337 0.26
H -1.694 0.266 -2.038 0.40
H 0.919 1.177 -2.274 -0.04
H -0.514 2.333 -2.620 -0.05
H 3.043 -1.321 -0.873 -0.10
H 5.057 -0.897 0.932 0.24
H 4.343 -0.157 3.432 0.26
H 1.811 0.084 4.175 0.28
H -0.190 -0.327 2.371 0.29
O -2.192 6.962 -6.438 -0.62
C -1.336 6.354 -5.832 0.69
O -1.299 6.393 -4.491 -0.35
C -0.459 5.551 -3.681 0.20
C 0.915 6.162 -3.503 -0.63
C -0.244 5.625 -6.568 -0.83
H -0.418 4.534 -4.078 0.34
H -0.946 5.480 -2.706 -0.22
H 1.437 6.260 -4.459 0.36
H 1.526 5.549 -2.836 -0.01
H 0.834 7.168 -3.082 0.22
H 0.561 6.324 -6.798 0.22
H -0.658 5.237 -7.502 0.31
H 0.152 4.769 -6.028 0.30
O 3.619 0.403 -2.887 -0.43
C 4.592 -0.187 -3.284 0.83
O 4.524 -1.508 -3.551 -0.36
C 5.554 -2.251 -4.213 -0.42
C 6.591 -2.744 -3.224 -1.02
C 5.920 0.512 -3.395 -1.27
H 5.995 -1.675 -5.030 0.37
H 5.063 -3.112 -4.674 0.35
H 7.102 -1.913 -2.732 0.27
H 7.340 -3.362 -3.726 0.39
H 6.117 -3.335 -2.437 0.29
H 6.422 0.481 -2.427 0.20
H 5.739 1.553 -3.670 0.31
H 6.571 0.098 -4.163 0.45
O -3.969 9.653 0.754 -0.60
C -2.992 9.055 0.357 0.69
O -3.065 7.742 0.092 -0.44
C -2.031 6.993 -0.571 -0.44
C -0.997 6.497 0.418 -0.16
C -1.660 9.747 0.247 -0.81
H -1.588 7.569 -1.388 0.38
H -2.524 6.134 -1.034 0.29
H -0.484 7.326 0.911 0.28
H -0.251 5.879 -0.083 -0.19
H -1.473 5.906 1.204 0.26
H -1.159 9.714 1.215 0.22
H -1.835 10.789 -0.030 0.31
H -1.012 9.329 -0.520 0.27
O -2.368 -4.554 -1.879 -0.68
C -2.286 -5.078 -2.968 0.92
O -1.162 -4.949 -3.696 -0.34
C -0.887 -5.690 -4.891 -0.28
C -1.474 -5.000 -6.106 -1.03
C -3.462 -5.797 -3.568 -1.18
H -1.216 -6.727 -4.798 0.24
H 0.202 -5.721 -4.989 0.35
H -2.562 -4.940 -6.046 0.27
H -1.207 -5.537 -7.020 0.38
H -1.103 -3.975 -6.179 0.31
H -4.100 -5.074 -4.080 0.31
H -4.028 -6.265 -2.761 0.27
H -3.185 -6.594 -4.251 0.41
O 1.899 2.409 4.609 -0.55
C 0.924 2.974 5.045 0.60
O 0.618 2.885 6.355 -0.38
C -0.388 3.674 7.005 -0.50
C -1.753 3.025 6.883 -0.69
C -0.015 3.702 4.124 -0.62
H -0.379 4.704 6.641 0.38
H -0.107 3.719 8.061 0.33
H -2.070 2.952 5.840 0.23
H -2.503 3.598 7.433 0.40
H -1.729 2.008 7.278 0.09
H -0.736 2.992 3.713 0.18
H 0.568 4.131 3.305 0.14
H -0.539 4.530 4.596 0.39
O -3.588 -8.654 -3.535 -0.52
C -3.462 -9.441 -2.623 0.85
O -2.860 -9.061 -1.484 -0.37
C -2.842 -9.841 -0.280 -0.44
C -1.688 -10.824 -0.285 -0.97
C -3.885 -10.876 -2.781 -1.17
H -3.805 -10.327 -0.109 0.35
H -2.705 -9.133 0.541 0.33
H -1.781 -11.547 -1.099 0.27
H -1.642 -11.370 0.659 0.36
H -0.741 -10.299 -0.434 0.30
H -3.073 -11.439 -3.243 0.27
H -4.759 -10.907 -3.436 0.32
H -4.182 -11.351 -1.849 0.36
O -3.432 0.417 7.984 -0.54
C -2.833 -0.493 8.509 0.83
O -1.599 -0.820 8.086 -0.34
C -0.728 -1.736 8.764 -0.43
C -0.997 -3.164 8.334 -0.99
C -3.486 -1.335 9.571 -1.10
H -0.783 -1.607 9.847 0.34
H 0.290 -1.461 8.474 0.37
H -2.010 -3.477 8.597 0.27
H -0.289 -3.849 8.806 0.36
H -0.908 -3.258 7.249 0.32
H -4.064 -2.128 9.093 0.28
H -4.162 -0.699 10.148 0.31
H -2.785 -1.766 10.283 0.34
```

[3]
This record from the Open Molecules 2025 dataset describes a 14-piece molecular cluster, C5H39NO13 overall in a non-equilibrium geometry. The level of theory is ωB97M-V/def2-TZVPD.

- Kohn-Sham gap (eV) = 8.56
- DFT total energy (Ha) = -1246.57626
- energy relative to the best compared isomer or geometry (same formula, charge and spin) (eV) = 6.649
- net charge = 0

Geometry as XYZ:
```
58
Properties=species:S:1:pos:R:3:mulliken_charge:R:1
C 1.293 -3.037 -2.506 -1.05
C 2.317 -2.410 -1.432 -0.04
C 2.074 -0.805 -1.280 0.10
C 2.878 -0.329 -0.098 -1.07
C 0.618 -0.187 -1.021 -1.29
N 2.148 -2.892 -0.017 -0.34
H 0.739 -3.912 -2.085 0.33
H 0.465 -2.310 -2.547 -0.02
H 1.713 -3.444 -3.354 0.40
H 3.298 -2.511 -1.603 0.62
H 2.528 -0.337 -2.185 0.33
H 3.734 -1.155 0.180 0.16
H 2.403 -0.304 0.818 0.20
H 3.249 0.741 -0.250 0.25
H 0.698 0.893 -0.799 0.52
H -0.101 -0.042 -1.706 0.42
H 0.204 -0.548 -0.107 0.27
H 1.709 -2.331 0.608 0.08
H 1.794 -3.817 -0.098 0.18
H 1.407 -1.079 4.413 0.34
H 0.679 -0.102 3.285 0.37
O 0.660 -0.855 3.860 -0.67
H -1.604 0.879 -3.167 0.31
H -1.600 2.386 -3.882 0.35
O -1.140 1.554 -3.762 -0.65
H -2.805 0.556 2.104 0.24
H -1.545 0.774 1.288 0.24
O -2.410 0.348 1.226 -0.58
H -1.954 1.270 -1.065 0.25
H -2.849 0.331 -1.788 0.34
O -2.669 1.216 -1.678 -0.61
H 2.478 3.699 0.401 0.31
H 2.457 5.143 0.097 0.29
O 2.002 4.496 0.611 -0.60
H 4.051 -3.010 1.173 0.33
H 3.795 -3.006 2.666 0.34
O 4.394 -2.522 1.986 -0.70
H 1.336 -2.302 3.648 0.43
H 1.361 -3.454 2.732 0.24
O 1.946 -3.118 3.368 -0.68
H -2.923 -0.948 0.035 0.38
H -3.778 -1.832 -0.975 0.29
O -2.871 -1.430 -0.764 -0.60
H -1.872 3.332 -1.981 0.29
H -1.654 4.489 -2.770 0.32
O -2.364 3.866 -2.626 -0.63
H -4.185 2.506 1.067 0.32
H -4.163 3.536 -0.053 0.34
O -4.385 3.358 0.953 -0.64
H -1.366 -1.910 -4.160 0.25
H -1.283 -1.223 -5.414 0.31
O -0.779 -1.848 -4.793 -0.57
H -1.376 1.854 4.264 0.29
H -1.813 0.529 4.829 0.31
O -1.992 1.045 3.992 -0.62
H 0.020 2.455 3.044 0.21
H 1.284 2.021 2.299 0.28
O 0.276 1.769 2.524 -0.50
```

Among the records above, which one has the highest DFT total energy?
C5H39NO13

Number 2 is which compound?
C41H71F7NO14Si

Among the records above, which one has the lowest Kohn-Sham gap?
C37H91N12O18